No. 1
A structure of composition C12H40AsF6N4O8 at a distorted geometry. Source: OMol25; level of theory: ωB97M-V with the def2-TZVPD basis set.

The value obtained for the lowest unoccupied orbital energy is 0.08353 Ha. The value obtained for the total energy is -112582.4838 eV. For the HOMO-LUMO gap, the calculation gives 9.2 eV. The highest occupied orbital energy is -6.9 eV. As for the net charge: -1. The spin multiplicity is 1.

Last column: Löwdin charge in e.
CARTESIAN COORDINATES (ANGSTROEM)
As (3.730, 9.224, -24.018)  0.93
F (3.202, 10.431, -25.168)  -0.24
F (3.494, 10.422, -22.693)  -0.27
F (4.383, 8.006, -22.879)  -0.25
F (4.013, 8.080, -25.361)  -0.24
F (5.405, 9.817, -24.222)  -0.26
F (2.040, 8.717, -23.773)  -0.25
C (6.005, 9.480, -20.463)  -0.14
O (6.793, 10.579, -19.975)  -0.15
H (5.627, 9.775, -21.442)  0.04
H (6.585, 8.558, -20.423)  0.08
H (5.103, 9.497, -19.851)  0.07
H (6.289, 11.379, -20.140)  0.00
C (6.124, 5.885, -25.364)  -0.18
O (6.829, 7.070, -25.067)  -0.12
H (5.490, 5.611, -24.520)  0.06
H (5.350, 5.945, -26.129)  0.06
H (6.835, 5.122, -25.682)  0.08
H (6.253, 7.785, -24.789)  0.02
C (3.910, 12.715, -20.048)  -0.13
O (5.322, 12.889, -20.114)  -0.12
H (3.692, 12.331, -19.051)  0.08
H (3.333, 13.595, -20.331)  0.08
H (3.465, 11.998, -20.737)  0.05
H (5.566, 13.403, -20.887)  0.09
C (2.338, 5.392, -23.193)  -0.14
O (1.166, 4.909, -23.896)  -0.13
H (3.152, 5.479, -23.913)  0.06
H (2.151, 6.393, -22.804)  0.05
H (2.622, 4.769, -22.345)  0.07
H (0.388, 5.126, -23.378)  0.06
C (5.946, 13.339, -24.046)  -0.85
O (6.353, 14.457, -24.046)  0.05
N (4.733, 12.923, -24.292)  0.18
N (6.646, 12.295, -23.821)  0.17
H (4.586, 11.924, -24.300)  0.04
H (4.026, 13.603, -24.535)  0.12
H (6.258, 11.370, -23.936)  0.07
H (7.525, 12.485, -23.362)  0.13
C (-0.128, 10.443, -21.016)  -0.77
O (-0.984, 10.824, -21.802)  0.02
N (-0.275, 10.186, -19.731)  0.14
N (1.086, 10.126, -21.371)  0.16
H (-1.205, 10.129, -19.342)  0.11
H (0.567, 9.942, -19.229)  0.10
H (1.683, 9.671, -20.695)  0.11
H (1.268, 10.162, -22.364)  0.08
C (3.580, 10.344, -29.746)  -0.05
C (3.863, 10.127, -28.273)  -0.45
C (4.993, 11.008, -27.721)  -0.05
O (2.712, 10.643, -27.621)  -0.10
H (2.773, 9.706, -30.108)  0.08
H (4.476, 10.089, -30.310)  0.07
H (3.354, 11.372, -30.029)  0.08
H (4.088, 9.118, -27.930)  0.13
H (4.646, 12.038, -27.807)  0.09
H (5.930, 10.956, -28.275)  0.08
H (5.187, 10.732, -26.684)  0.05
H (2.788, 10.585, -26.666)  0.02
C (0.528, 8.303, -26.423)  -0.04
C (-0.414, 9.509, -26.797)  -0.48
C (-0.460, 10.635, -25.762)  -0.05
O (0.037, 10.115, -27.951)  -0.07
H (0.223, 7.796, -25.507)  0.06
H (1.586, 8.537, -26.310)  0.04
H (0.447, 7.509, -27.165)  0.07
H (-1.431, 9.157, -26.968)  0.13
H (-0.773, 10.209, -24.809)  0.07
H (-1.104, 11.472, -26.032)  0.08
H (0.524, 11.064, -25.570)  0.07
H (0.939, 10.419, -27.823)  0.03



No. 2
A cluster of 8 separate species, C12H41BrN3O7 in total at a distorted geometry. Source: OMol25; level of theory: ωB97M-V with the def2-TZVPD basis set.

The value obtained for the lowest unoccupied orbital energy is 0.10301 Ha. The value obtained for the total energy is -101956.5733 eV. For the HOMO-LUMO gap, the calculation gives 8.9 eV. As for the energy above the lowest of the compared OMol25 structures with the same formula, charge and spin: 0.00 kcal/mol. The highest occupied orbital energy is -6.1 eV. As for the net charge: -1. The spin multiplicity is 1.

Last column: Löwdin charge in e.
CARTESIAN COORDINATES (ANGSTROEM)
Br (-0.245, 0.894, -0.943)  0.14
C (-3.645, 0.525, -5.568)  -0.08
C (-2.584, 0.224, -4.538)  -0.43
C (-1.270, -0.227, -5.151)  -0.21
O (-1.412, -1.553, -5.608)  -0.18
C (-0.302, -1.972, -6.361)  -0.12
N (-2.382, 1.483, -3.773)  0.02
H (-3.919, -0.325, -6.205)  0.08
H (-3.402, 1.380, -6.202)  0.08
H (-4.640, 0.759, -5.167)  0.07
H (-2.869, -0.486, -3.752)  0.14
H (-0.441, -0.150, -4.449)  0.11
H (-1.183, 0.444, -6.022)  0.13
H (-0.173, -1.369, -7.268)  0.08
H (-0.444, -3.027, -6.573)  0.09
H (0.624, -1.828, -5.789)  0.08
H (-1.779, 1.381, -2.949)  -0.05
H (-3.259, 1.840, -3.419)  0.06
C (0.582, -1.690, 2.817)  -0.05
C (1.782, -2.076, 1.932)  -0.43
C (2.344, -3.466, 2.239)  -0.19
O (3.007, -3.345, 3.495)  -0.20
C (3.929, -4.342, 3.795)  -0.15
N (1.357, -2.030, 0.532)  0.05
H (0.891, -1.351, 3.806)  0.07
H (-0.102, -2.533, 2.934)  0.08
H (0.040, -0.861, 2.364)  0.06
H (2.570, -1.365, 2.212)  0.13
H (3.072, -3.763, 1.478)  0.12
H (1.548, -4.214, 2.294)  0.12
H (4.438, -4.084, 4.726)  0.08
H (4.741, -4.370, 3.046)  0.08
H (3.478, -5.341, 3.851)  0.08
H (0.737, -1.229, 0.407)  -0.03
H (2.143, -1.774, -0.063)  0.06
C (1.596, 2.027, 2.740)  -0.06
C (0.146, 2.402, 2.986)  -0.45
C (-0.048, 3.062, 4.341)  -0.22
O (0.229, 2.139, 5.384)  -0.18
C (0.453, 2.786, 6.611)  -0.13
N (-0.321, 3.312, 1.937)  0.05
H (2.231, 2.912, 2.824)  0.08
H (1.785, 1.511, 1.800)  0.06
H (1.865, 1.335, 3.546)  0.07
H (-0.421, 1.460, 3.000)  0.13
H (-1.086, 3.403, 4.450)  0.12
H (0.561, 3.973, 4.390)  0.13
H (1.504, 2.695, 6.921)  0.08
H (-0.029, 2.226, 7.427)  0.08
H (0.101, 3.816, 6.638)  0.08
H (-1.252, 3.629, 2.213)  0.07
H (-0.508, 2.787, 1.081)  -0.01
O (-1.262, -2.371, -1.940)  -0.10
H (-0.542, -2.311, -2.578)  0.00
H (-1.229, -1.531, -1.457)  -0.06
O (-3.516, 0.435, 0.016)  -0.11
H (-2.563, 0.463, -0.194)  -0.10
H (-3.940, 0.811, -0.761)  0.01
O (1.669, -1.286, -2.727)  -0.11
H (1.188, -0.467, -2.493)  -0.09
H (2.364, -0.998, -3.329)  0.03
O (-0.838, 4.185, -1.425)  -0.13
H (-0.683, 3.258, -1.155)  -0.12
H (-0.683, 4.178, -2.375)  0.02



No. 3
A cluster of 8 separate species, C12H42BN4O7 in total at a distorted geometry. Source: OMol25; level of theory: ωB97M-V with the def2-TZVPD basis set.

The value obtained for the lowest unoccupied orbital energy is 0.09129 Ha. The value obtained for the total energy is -34091.2802 eV. For the HOMO-LUMO gap, the calculation gives 8.3 eV. As for the energy above the lowest of the compared OMol25 structures with the same formula, charge and spin: 116.53 kcal/mol. The highest occupied orbital energy is -5.8 eV. As for the net charge: -1. The spin multiplicity is 1.

Last column: Löwdin charge in e.
CARTESIAN COORDINATES (ANGSTROEM)
B (-0.406, -0.125, -0.750)  -0.46
H (0.509, 0.113, -1.270)  -0.12
H (-0.922, 0.754, -0.397)  -0.11
H (-1.051, -0.676, -1.417)  -0.11
H (-0.085, -0.840, -0.009)  -0.12
C (4.061, -2.703, -2.540)  -0.82
O (3.559, -2.523, -3.582)  0.07
N (4.995, -3.566, -2.369)  0.16
N (3.584, -2.056, -1.450)  0.17
H (5.283, -4.160, -3.133)  0.12
H (5.425, -3.686, -1.463)  0.11
H (4.052, -2.271, -0.581)  0.09
H (2.761, -1.478, -1.363)  0.10
C (-2.048, -5.363, -1.150)  -0.84
O (-1.901, -6.460, -1.641)  0.02
N (-1.158, -4.471, -1.218)  0.16
N (-3.046, -4.782, -0.578)  0.16
H (-0.235, -4.715, -1.548)  0.13
H (-1.254, -3.539, -0.838)  0.11
H (-3.925, -5.269, -0.475)  0.12
H (-2.906, -3.808, -0.351)  0.11
C (0.835, -3.535, 4.857)  -0.11
C (1.999, -3.566, 3.934)  -0.36
O (2.732, -2.387, 4.047)  -0.06
H (-0.065, -3.182, 4.352)  0.07
H (0.954, -3.029, 5.815)  0.08
H (0.662, -4.560, 5.184)  0.07
H (1.504, -3.811, 2.994)  0.11
H (2.642, -4.425, 4.128)  0.11
H (2.282, -1.612, 3.703)  0.08
C (-2.935, 5.402, -1.625)  -0.09
C (-4.053, 4.370, -1.597)  -0.35
O (-4.736, 4.405, -2.797)  -0.08
H (-3.409, 6.368, -1.448)  0.07
H (-2.278, 5.476, -2.492)  0.08
H (-2.360, 5.260, -0.709)  0.07
H (-4.716, 4.526, -0.746)  0.11
H (-3.618, 3.374, -1.514)  0.11
H (-4.049, 4.427, -3.468)  0.08
C (-3.897, -0.684, 2.704)  -0.10
C (-4.944, -0.475, 1.614)  -0.34
O (-4.437, -0.825, 0.336)  -0.07
H (-3.068, -0.019, 2.461)  0.07
H (-3.564, -1.717, 2.594)  0.07
H (-3.941, -0.307, 3.725)  0.07
H (-5.303, 0.543, 1.771)  0.10
H (-5.714, -1.211, 1.845)  0.10
H (-3.574, -0.409, 0.281)  0.07
C (1.559, 3.480, 2.416)  -0.10
C (2.393, 2.197, 2.360)  -0.33
O (1.487, 1.241, 2.807)  -0.09
H (0.975, 3.482, 1.495)  0.07
H (2.354, 4.223, 2.477)  0.06
H (0.817, 3.606, 3.204)  0.07
H (3.250, 2.193, 3.032)  0.11
H (2.694, 2.098, 1.317)  0.11
H (0.949, 1.095, 2.025)  0.08
C (3.449, 3.996, -3.640)  -0.10
C (2.684, 2.727, -3.913)  -0.34
O (1.344, 2.922, -3.576)  -0.08
H (3.840, 4.236, -2.651)  0.06
H (2.750, 4.820, -3.781)  0.07
H (4.337, 4.078, -4.266)  0.06
H (3.120, 1.871, -3.398)  0.11
H (2.604, 2.504, -4.977)  0.11
H (1.155, 2.456, -2.758)  0.08



Question: Among the records above, which one has the highest highest occupied orbital energy?
Answer: C12H42BN4O7



Question: What is the lowest unoccupied orbital energy in the second record?
Answer: 0.10301 Ha